# 1
# C6H16NO

An isolated ion of composition C6H16NO and charge +1 at a distorted geometry (wB97M-V/def2-TZVPD, OMol25).

The geometry in XYZ format:
```
24
Properties=species:S:1:pos:R:3:forces:R:3
C -2.0476 -1.0147 0.3079 0.18 -0.72 0.15
O -2.2352 -2.3351 0.8258 -0.41 0.19 0.68
C -0.5665 -0.7866 0.5465 1.11 1.00 -0.05
C 0.0410 0.5739 0.1699 -0.78 0.85 -1.81
C -0.2728 0.8678 -1.3782 2.63 0.20 1.39
C 1.5310 0.7437 0.5118 -0.01 -0.96 -0.56
C 1.9927 2.1761 0.3111 -0.88 0.20 -0.30
N 0.2390 -1.8549 -0.2336 -2.08 1.11 -0.79
H -2.5307 -0.1615 0.7907 -0.44 -0.43 0.39
H -2.4413 -1.0927 -0.7103 0.65 0.72 -0.29
H -3.1545 -2.5160 1.0733 0.25 0.14 -0.16
H -0.3463 -0.9717 1.5970 -0.21 -0.22 0.04
H -0.4252 1.4425 0.6415 -0.55 -0.74 0.72
H -0.5542 1.9112 -1.4760 -0.99 -0.27 -0.27
H 0.7210 0.9156 -1.8558 -0.33 -0.51 -0.31
H -0.8658 0.0865 -1.8301 -0.50 0.44 -0.37
H 1.6834 0.4135 1.5434 0.18 -0.01 -0.07
H 2.1152 0.1003 -0.1800 0.11 0.07 0.51
H 1.1619 2.7930 0.6491 0.22 0.46 0.33
H 2.0840 2.4189 -0.7504 0.31 -0.09 0.09
H 2.8971 2.4426 0.8471 0.05 -0.10 -0.05
H 0.1985 -2.7318 0.2727 0.78 -0.27 0.02
H 1.0986 -1.4446 -0.5942 0.66 -0.60 0.75
H -0.3233 -1.9760 -1.0795 0.05 -0.45 -0.05
```
Forces are in eV/Å.

Output
LUMO	-3.14	eV
HOMO level	-14.9	eV
multiplicity	1
charge	+1
energy	-10011.9826	eV
max |F|	0.058	Eh/bohr
structure (SMILES)	CC[C@@H](C)[C@H]([NH3+])CO

# 2
# C9H16ErO3

C9H16ErO3 as an isolated structure at a distorted geometry (wB97M-V/def2-TZVPD, OMol25).

The geometry in XYZ format:
```
29
Properties=species:S:1:pos:R:3:forces:R:3
C -0.0567 3.3881 -1.1160 -0.63 0.03 0.38
C -0.2959 3.1007 0.3856 -0.30 0.42 0.32
O 0.8756 2.4158 0.9518 -0.99 -0.81 -0.21
C 0.6807 1.0056 1.3244 0.27 -0.51 0.55
C -0.0388 0.0882 0.3263 -0.25 0.15 0.12
C 0.2681 -1.3870 0.6812 -0.09 0.25 0.15
C 1.5559 -1.9704 0.0698 0.08 0.20 0.12
O 1.1586 -3.2161 -0.5931 0.74 -0.16 -0.02
C -0.0178 -3.5233 -0.2448 -0.56 -0.42 0.19
O -0.4944 -4.6634 -0.3336 -0.05 0.01 -0.17
C -0.8648 -2.3666 0.2475 -0.31 0.02 -0.16
C -1.7274 -1.9621 -0.9654 0.04 0.06 -0.03
H 0.7150 2.7071 -1.4798 -1.48 -0.97 -1.36
H -0.9478 3.2953 -1.7327 0.06 -0.07 -0.03
H 0.3210 4.3990 -1.2623 -0.16 0.58 -0.29
H -1.1997 2.5239 0.5589 0.10 -0.12 -0.07
H -0.4017 4.0481 0.9197 -0.09 -0.19 0.15
H 1.6929 0.6403 1.5282 -0.04 0.16 -0.03
H 0.1461 0.9838 2.2756 0.05 0.18 -0.01
H 0.1981 0.3156 -0.7191 0.09 -0.11 0.04
H -1.1170 0.2241 0.4491 0.11 0.10 -0.15
H 0.3557 -1.4434 1.7699 -0.06 -0.10 -0.05
H 2.2797 -2.2834 0.8195 0.05 0.08 -0.04
H 2.0473 -1.3587 -0.6818 -0.08 -0.03 -0.12
H -1.5231 -2.6643 1.0640 0.16 -0.04 0.05
H -1.1263 -1.5934 -1.7994 -0.02 0.02 0.06
H -2.3116 -2.8073 -1.3289 -0.03 0.02 0.10
H -2.4335 -1.1964 -0.6464 -0.01 -0.01 -0.08
Er 2.2618 3.3002 -0.4683 3.41 1.24 0.59
```
Forces are in eV/Å.

Output
LUMO (alpha / beta)	-11.86 / -13.74	eV
HOMO level (alpha / beta)	-21.3 / -19.0	eV
multiplicity	4
charge	+3
energy	-43321.2566	eV
⟨S²⟩	3.774
max |F|	0.071	Eh/bohr

# 3
# C3H8N2

An isolated ion of composition C3H8N2 and charge -1 at a distorted geometry (wB97M-V/def2-TZVPD, OMol25).

The geometry in XYZ format:
```
13
Properties=species:S:1:pos:R:3:forces:R:3
C -0.7316 1.6086 -0.2385 -1.62 1.26 -2.93
C 0.1278 0.5122 -0.8173 -0.67 -1.10 0.37
N -0.2919 -0.7663 -0.2838 0.47 -0.31 -0.92
C 0.7313 -1.5238 0.4316 -1.05 1.36 0.16
N 0.4925 -2.3761 1.3918 -1.33 -1.25 2.04
H -0.2594 2.5199 -0.6198 -0.49 0.49 0.37
H -0.7770 1.5924 0.7808 0.57 -0.01 2.94
H -1.8841 1.6610 -0.4835 2.14 -0.50 -0.34
H 0.0081 0.5296 -1.9145 0.59 0.19 0.08
H 1.1859 0.6409 -0.4681 -0.69 0.18 -0.58
H -1.2863 -0.7623 -0.0678 0.76 -0.62 0.68
H 1.6973 -1.4858 0.0251 1.31 0.64 -1.46
H 0.9875 -2.1502 2.2642 0.01 -0.33 -0.40
```
Forces are in eV/Å.

Output
LUMO (alpha / beta)	4.24 / 4.17	eV
HOMO level (alpha / beta)	1.1 / -1.8	eV
multiplicity	2
charge	-1
energy	-6217.4523	eV
⟨S²⟩	0.753
max |F|	0.070	Eh/bohr

# 4
# C4H9NO

One molecule with the formula C4H9NO (wB97M-V/def2-TZVPD, OMol25).

The geometry in XYZ format:
```
15
Properties=species:S:1:pos:R:3:forces:R:3
C -2.0068 1.0357 0.1327 -0.06 0.00 0.05
C -0.6460 0.6658 -0.4437 0.03 0.05 -0.08
C 0.0244 -0.5079 0.2738 -0.05 -0.01 0.00
C 1.3283 -0.8429 -0.4348 -0.03 0.01 -0.13
O 1.3939 -0.9389 -1.6485 0.03 -0.02 0.38
N 2.4252 -1.0013 0.3581 0.09 -0.01 -0.03
H -2.4303 1.8973 -0.3944 0.05 -0.14 0.09
H -1.9345 1.2970 1.1951 -0.02 -0.04 -0.14
H -2.7155 0.2046 0.0389 0.10 0.11 0.03
H -0.7341 0.3976 -1.5013 -0.01 0.07 0.15
H 0.0255 1.5332 -0.4027 -0.09 -0.10 0.00
H 0.1854 -0.2843 1.3371 0.02 -0.01 -0.19
H -0.6252 -1.3922 0.2282 0.12 0.11 -0.04
H 3.3118 -1.1525 -0.0975 -0.10 -0.05 0.08
H 2.3980 -0.9112 1.3593 -0.07 0.03 -0.17
```
Forces are in eV/Å.

Output
LUMO	0.93	eV
HOMO level	-9.8	eV
multiplicity	1
energy	-7832.2623	eV
max |F|	0.007	Eh/bohr
structure (SMILES)	CCCC(N)=O

# 5
# C27H31Cl2LaN5OS4

C27H31Cl2LaN5OS4 as an isolated structure at a distorted geometry (wB97M-V/def2-TZVPD, OMol25).

The geometry in XYZ format:
```
71
Properties=species:S:1:pos:R:3:forces:R:3
La -0.7453 -0.0914 -0.0420 -0.75 0.22 0.71
C -2.4507 1.5862 2.9441 -0.12 -0.08 0.00
C -0.9508 1.8424 3.0262 0.12 -0.04 -0.06
N -0.1558 0.6519 2.6942 0.01 -0.13 -0.26
C -0.2276 -0.4178 3.7121 0.06 0.19 0.11
C -0.6068 -1.7865 3.1620 -0.02 -0.02 -0.12
N -1.7208 -1.7012 2.2304 -0.01 -0.04 -0.11
C -3.0192 -1.4220 2.8459 0.10 -0.11 0.09
C -3.7775 -0.3091 2.1322 0.00 0.09 -0.13
N -2.8787 0.7892 1.7846 0.11 -0.03 -0.05
H -2.9559 2.5544 2.9591 0.00 0.04 -0.02
H -2.7739 1.0624 3.8476 0.00 0.00 0.01
H -0.7197 2.2028 4.0381 -0.02 0.01 0.04
H -0.6630 2.6264 2.3288 -0.01 0.02 -0.01
H 0.8058 0.9526 2.5956 0.00 0.00 0.06
H -0.9495 -0.1116 4.4747 -0.01 -0.01 -0.02
H 0.7319 -0.5074 4.2273 0.02 -0.02 0.02
H -0.8110 -2.4524 4.0135 -0.02 0.00 0.02
H 0.2294 -2.2162 2.6124 0.01 -0.01 0.00
H -1.7397 -2.5390 1.6567 -0.03 0.00 -0.01
H -2.8519 -1.1375 3.8890 -0.01 0.00 -0.01
H -3.6421 -2.3204 2.8755 -0.04 0.01 -0.01
H -4.6141 0.0170 2.7667 0.00 0.01 0.03
H -4.2101 -0.6822 1.2051 -0.01 -0.02 0.00
H -3.2957 1.3988 1.0915 -0.02 0.01 0.02
Cl 2.0652 -0.9748 1.0744 0.31 -0.14 0.11
C 2.5241 -2.6253 0.7060 0.05 0.23 0.07
C 3.8251 -2.9775 1.0201 -0.07 -0.05 -0.03
C 4.2514 -4.2624 0.7361 0.02 0.00 -0.02
C 3.3624 -5.1500 0.1495 -0.05 0.00 -0.01
C 2.0680 -4.7554 -0.1469 -0.01 -0.17 -0.05
Cl 1.0286 -5.9516 -0.8690 0.03 0.11 0.04
C 1.5744 -3.4613 0.1110 -0.19 0.00 -0.02
S -0.0711 -2.9900 -0.2531 0.41 -0.27 -0.02
H 4.4864 -2.2489 1.4696 -0.03 -0.01 -0.02
H 5.2664 -4.5654 0.9583 -0.03 0.00 0.00
H 3.6651 -6.1610 -0.0887 -0.01 0.02 0.01
C -3.5743 1.1111 -2.8631 0.22 0.03 0.06
O -2.7008 1.4329 -1.7634 -0.03 -0.06 0.10
C -2.5677 2.7418 -1.3942 0.18 0.10 -0.20
S -3.3421 3.9626 -2.2061 0.05 -0.07 0.18
S -1.4883 2.9016 -0.0812 -0.18 0.20 -0.08
H -3.7311 0.0441 -2.7965 -0.03 -0.10 -0.04
H -3.0831 1.3744 -3.7977 -0.03 0.03 -0.04
H -4.5039 1.6643 -2.7709 -0.04 -0.02 0.01
S -3.1084 -1.7843 -0.8055 0.08 -0.09 -0.50
C -2.6305 -2.1526 -2.3896 -0.08 -0.09 0.39
N -2.3103 -2.4044 -3.4747 -0.06 0.10 0.04
C 2.2254 -0.6543 -5.0672 0.01 0.06 0.10
C 1.0629 -1.0706 -4.4293 -0.01 0.00 0.02
C 0.7014 -0.5314 -3.2069 0.06 -0.07 -0.13
C 1.4821 0.4352 -2.5606 -0.07 0.12 0.27
C 2.6605 0.8367 -3.2091 0.07 -0.04 -0.08
C 3.0162 0.3027 -4.4403 -0.05 -0.01 0.04
N 1.0914 0.9025 -1.3014 0.20 0.25 -0.47
C 1.5267 2.1709 -0.9067 0.01 -0.08 -0.17
C 1.9415 2.4013 0.4060 0.09 0.20 0.18
C 2.2197 3.6885 0.8759 -0.03 -0.16 -0.11
C 2.1287 4.7774 0.0301 -0.05 -0.09 -0.13
C 1.7596 4.5577 -1.3017 0.01 0.02 0.10
C 1.4671 3.2908 -1.7592 -0.01 0.01 0.00
H 2.5081 -1.0671 -6.0270 0.01 0.01 0.00
H 0.4124 -1.8126 -4.8778 0.02 0.02 0.02
H -0.2191 -0.8939 -2.7677 -0.15 -0.03 0.05
H 3.3017 1.5691 -2.7346 0.00 -0.01 -0.02
H 3.9328 0.6385 -4.9130 0.00 0.00 0.01
H 2.0999 1.5547 1.0615 -0.01 0.00 0.01
H 2.5333 3.8251 1.9052 -0.01 -0.01 0.00
H 2.3375 5.7771 0.3887 0.00 -0.01 -0.01
H 1.6645 5.3981 -1.9807 0.01 -0.02 0.03
H 1.1330 3.1463 -2.7797 0.01 0.01 0.02
```
Forces are in eV/Å.

Output
LUMO	2.02	eV
HOMO level	-4.4	eV
multiplicity	1
charge	-1
energy	-107252.1975	eV
max |F|	0.021	Eh/bohr

> The lowest max |F| belongs to which entry?

C4H9NO

> multiplicity of number 1 (C6H16NO)?

1

> Number 4 is which compound?

C4H9NO